Computed, not measured: C46H35B3O10 as an isolated structure at a distorted geometry, with the ωB97M-V functional and the def2-TZVPD basis.

```
94
C46H35B3O10, DFT the ωB97M-V functional and the def2-TZVPD basis
C 6.05992 -1.67603 -0.22335
C 5.12298 -0.93431 -1.17546
C 4.54977 0.34929 -0.55271
C 3.06641 0.57198 -0.83855
O 2.25546 0.52104 0.37191
B 1.20740 -0.32312 0.18545
O 0.26343 -0.04036 -0.80470
B -0.43884 -1.11705 -1.29179
O -0.74917 -2.12367 -0.40047
B 0.39046 -2.47838 0.29426
O 1.06386 -1.47447 0.95500
H 6.72104 -0.98650 0.29671
H 6.69584 -2.37589 -0.76321
H 5.49191 -2.25424 0.50147
H 5.64468 -0.71374 -2.10344
H 4.30316 -1.60905 -1.42735
H 5.06726 1.19750 -0.99688
H 4.73603 0.37455 0.51736
H 2.91376 1.55778 -1.27093
H 2.70867 -0.15469 -1.56837
H -0.70472 -1.24807 -2.44122
H 0.79423 -3.59391 0.22210
C 3.43163 -1.59962 5.86294
C 3.31642 -1.00026 4.61363
C 4.35067 -0.23735 4.10449
C 5.51020 -0.05867 4.84652
C 5.62654 -0.65427 6.10456
C 4.58773 -1.43011 6.60490
C 6.84814 -0.45662 6.93589
O 6.95769 -0.97845 8.02448
C 7.93115 0.41088 6.38653
C 9.05945 0.64950 7.16008
C 10.07995 1.44291 6.66630
C 9.98165 1.99745 5.39478
C 8.85835 1.76619 4.62062
C 7.82720 0.97797 5.11465
C 6.61443 0.76196 4.27502
O 6.52395 1.24200 3.16529
H 2.61943 -2.19529 6.25756
H 2.40995 -1.10090 4.03044
H 4.24153 0.22965 3.13522
H 4.69416 -1.88818 7.57826
H 9.12603 0.21043 8.14561
H 10.95640 1.63068 7.27212
H 10.78329 2.61342 5.00953
H 8.76810 2.19424 3.63207
C -3.79514 -1.33706 -1.95256
C -4.67304 -1.74354 -0.95454
C -5.58221 -2.75661 -1.20196
C -5.62180 -3.36155 -2.45173
C -4.74911 -2.94088 -3.45781
C -3.83131 -1.93068 -3.20065
C -4.79159 -3.54968 -4.81836
O -4.02733 -3.19264 -5.68894
C -5.80888 -4.61006 -5.07459
C -5.90213 -5.16094 -6.34609
C -6.83128 -6.15374 -6.60162
C -7.66782 -6.60608 -5.58681
C -7.58168 -6.05881 -4.31892
C -6.65732 -5.05538 -4.05906
C -6.59863 -4.46257 -2.69145
O -7.32310 -4.86140 -1.80510
H -3.08678 -0.54321 -1.75462
H -4.64443 -1.26936 0.01766
H -6.26715 -3.08700 -0.43371
H -3.15487 -1.61824 -3.98422
H -5.24393 -4.80364 -7.12558
H -6.90519 -6.57898 -7.59368
H -8.38990 -7.38618 -5.78810
H -8.22815 -6.39961 -3.52242
C -1.61535 2.18400 0.56973
C -2.23138 2.86434 1.61560
C -3.16061 3.85458 1.34899
C -3.47531 4.17312 0.03364
C -2.84619 3.49966 -1.01515
C -1.91969 2.50224 -0.74097
C -3.14027 3.83997 -2.43688
O -2.60278 3.24547 -3.34664
C -4.11515 4.93659 -2.70198
C -4.37329 5.30534 -4.01579
C -5.28354 6.31232 -4.28357
C -5.94547 6.95166 -3.24082
C -5.69014 6.59063 -1.92969
C -4.77050 5.58703 -1.65435
C -4.49341 5.23007 -0.23259
O -5.07551 5.78156 0.67637
H -0.89817 1.40672 0.77807
H -1.98545 2.61880 2.64027
H -3.64997 4.38734 2.15227
H -1.43931 1.98442 -1.55987
H -3.85564 4.79819 -4.81788
H -5.48073 6.60090 -5.30740
H -6.66075 7.73498 -3.45347
H -6.19618 7.08172 -1.11041
```

Output
Lowest unoccupied orbital energy: -0.0362 Ha
Gap between HOMO and LUMO: 0.3233 Eh

***

Computed, not measured: C46H36BClIN8O3SY as an isolated structure, with the ωB97M-V functional and the def2-TZVPD basis.

```
98
C46H36BClIN8O3SY, DFT the ωB97M-V functional and the def2-TZVPD basis
Y -0.41945 0.17857 0.03015
C 3.78608 -3.72097 1.04906
C 2.53712 -3.24413 0.38569
C 1.81807 -3.84177 -0.62445
C 0.75214 -2.97101 -0.89484
N 0.83262 -1.90645 -0.09263
N 1.92824 -2.08509 0.69737
B 2.36721 -1.05105 1.76615
N 2.83416 0.26849 1.12218
N 1.94405 1.04006 0.46441
C 2.55316 2.19184 0.16523
C 3.88084 2.14622 0.62875
C 4.01526 0.91259 1.23115
C 5.20083 0.33119 1.92468
C 1.84210 3.28625 -0.51987
C 2.61077 4.08166 -1.37328
C 2.22010 4.99187 -2.32618
C 0.84596 5.45718 -2.63232
C -1.15798 4.73999 -2.10659
C 0.32916 3.16832 -0.52504
N 1.22600 -0.78901 2.77936
N -0.01822 -0.37394 2.40101
C -0.74359 -0.27146 3.50999
C 0.03502 -0.60465 4.62699
C 1.27540 -0.92352 4.12021
C 2.50662 -1.33390 4.85667
C -2.18423 0.06117 3.50155
C -2.76248 0.87653 2.53374
C -4.13042 1.11172 2.53966
C -4.93273 0.55453 3.52499
C -4.36274 -0.24902 4.50261
C -2.99777 -0.49567 4.48691
C -0.33030 -3.21035 -1.88297
C -1.26552 -2.25036 -2.25956
C -2.25524 -2.52641 -3.18831
C -2.32366 -3.78268 -3.77267
C -1.40445 -4.75518 -3.40968
C -0.42270 -4.47218 -2.47115
H 4.07719 -4.67585 0.61215
H 4.61272 -3.02307 0.91059
H 3.65338 -3.86017 2.12247
H 2.05837 -4.77195 -1.10851
H 3.29551 -1.51400 2.36470
H 4.63067 2.91635 0.56749
H 6.04065 1.01900 1.83458
H 5.01158 0.16325 2.98595
H 5.49789 -0.62590 1.49376
H 3.67832 3.88683 -1.33740
H 3.01840 5.39403 -2.94084
H 0.91335 6.34843 -3.25598
H -2.23078 4.86102 -2.16427
H 0.81882 1.38111 -1.34516
H -0.25497 -0.58631 5.66362
H 2.28413 -1.38775 5.92203
H 2.87304 -2.30870 4.53375
H 3.31862 -0.61845 4.71955
H -2.18406 1.33727 1.74235
H -4.56103 1.71933 1.75439
H -6.00013 0.73753 3.52388
H -4.98164 -0.69856 5.26951
H -2.56077 -1.14987 5.23151
H -1.22178 -1.24553 -1.87609
H -2.95805 -1.74780 -3.45699
H -3.08670 -3.99960 -4.51013
H -1.44769 -5.74130 -3.85566
H 0.27810 -5.24824 -2.19374
Cl 0.19577 4.07952 -6.35238
C 0.27648 2.80879 -5.12975
C 0.55852 1.53521 -5.56615
C 0.67166 0.49257 -4.64243
I 1.11989 -1.42888 -5.27967
C 0.50832 0.72165 -3.27948
O 0.65674 -0.14937 -2.32224
C 0.18353 2.06744 -2.90078
N 0.06862 2.07072 -1.49498
C -0.50567 4.40569 -0.80775
C -0.11361 5.67780 -1.47294
C -0.25540 4.51173 -3.31109
C 0.06540 3.12430 -3.77383
H 0.69777 1.34851 -6.62145
H -1.16789 4.61650 0.02206
H -0.26243 6.62701 -0.97656
H -0.64111 5.07448 -4.15663
O -4.73254 0.09242 -0.73420
C -3.58155 -0.21638 -0.47203
O -2.52206 0.48974 -0.64243
C -3.31500 -1.55877 0.18976
C -4.27106 -2.56115 0.23264
C -3.93087 -3.76033 0.82970
C -2.66853 -3.91009 1.38759
C -1.78597 -2.84685 1.31894
N -2.10430 -1.69784 0.72403
H -5.23876 -2.36903 -0.20806
H -4.64244 -4.57645 0.86376
H -2.36397 -4.83171 1.86454
H -0.79047 -2.90100 1.74408
S -0.12816 3.43544 2.17209
C -0.18343 2.52787 0.81918
```

Output
Lowest unoccupied orbital energy (alpha / beta): 0.0787 / 0.0675 Ha
Spin multiplicity: 2
Net charge: -1
Expectation value of S²: 0.79
Gap between HOMO and LUMO (alpha / beta): 0.2309 / 0.2200 Eh

***

Computed, not measured: C46H36Cl2F5Ge2N3S2Tl as an isolated structure, with the ωB97M-V functional and the def2-TZVPD basis.

```
97
C46H36Cl2F5Ge2N3S2Tl, DFT the ωB97M-V functional and the def2-TZVPD basis
Tl -0.12099 -0.19412 -0.20003
C 2.69025 -0.46059 -5.25719
S 3.38295 0.77192 -4.15192
C 2.59120 0.42711 -2.59196
S 1.57772 -0.94550 -2.42187
N 2.95743 1.33115 -1.72598
N 2.36325 1.06641 -0.44970
C 3.09242 0.23715 0.27985
C 2.81982 -0.17611 1.62671
C 3.85382 -0.83378 2.33447
C 3.63760 -1.23080 3.62551
C 2.38905 -0.98704 4.21178
C 1.42940 -0.37240 3.44083
N 1.62124 0.02455 2.17755
H 3.16369 -0.26699 -6.22005
H 2.92687 -1.47047 -4.93023
H 1.61163 -0.36054 -5.35136
H 3.99085 -0.10910 -0.20746
H 4.80219 -1.00908 1.84526
H 4.41906 -1.73499 4.18060
H 2.17184 -1.28251 5.22830
H 0.43119 -0.20814 3.83384
Cl -4.60004 0.04404 1.29395
C -3.74994 1.02214 2.49138
Cl -2.00076 1.07359 2.24339
H -3.93491 0.60648 3.47668
H -4.11249 2.04241 2.41272
F -1.10445 1.73102 -2.83543
C -1.98805 0.72138 -2.72721
C -1.93020 -0.14631 -1.66027
C -2.86286 -1.15161 -1.68787
F -2.91212 -2.08001 -0.69825
C -3.81400 -1.31146 -2.68250
F -4.70952 -2.31234 -2.64940
C -3.83629 -0.40955 -3.73083
F -4.74341 -0.53563 -4.71075
C -2.91232 0.62152 -3.75764
F -2.92500 1.48881 -4.77938
Ge -0.07057 -2.53742 0.82125
C -1.17517 -2.86112 2.40417
C -2.57170 -2.86302 2.41420
C -3.27850 -3.09708 3.58653
C -2.60450 -3.33086 4.77571
C -1.21863 -3.32919 4.78681
C -0.51557 -3.09670 3.61242
C -0.26462 -3.96128 -0.49871
C 0.79840 -4.20676 -1.36785
C 0.71635 -5.20080 -2.33279
C -0.43258 -5.96949 -2.44237
C -1.49626 -5.74053 -1.58169
C -1.41137 -4.74339 -0.62026
H 1.37364 -2.71394 1.37081
H -3.12054 -2.66664 1.50982
H -4.36133 -3.09212 3.56751
H -3.15698 -3.51203 5.68967
H -0.68105 -3.51114 5.70927
H 0.56756 -3.09215 3.63735
H 1.69910 -3.60898 -1.30478
H 1.55022 -5.36897 -3.00221
H -0.50135 -6.74278 -3.19704
H -2.39840 -6.33361 -1.66307
H -2.25348 -4.58058 0.04039
C 1.14019 1.64455 -0.20412
Ge 1.11730 3.42826 -0.96308
C 0.36187 3.92812 -2.68118
C -0.84700 4.61650 -2.76588
C -1.38692 4.96669 -3.99631
C -0.72406 4.63364 -5.16716
C 0.47777 3.94399 -5.10043
C 1.01110 3.59379 -3.86860
C 0.17781 4.53140 0.37677
C 0.10672 5.91793 0.21636
C -0.45953 6.72566 1.18977
C -0.96483 6.16153 2.35631
C -0.88642 4.79105 2.53980
C -0.31396 3.98962 1.55704
C 2.92480 4.19472 -0.79721
C 3.69524 4.65874 -1.85962
C 4.98763 5.12374 -1.66149
C 5.54205 5.12187 -0.38920
C 4.78806 4.66745 0.68167
C 3.49142 4.21497 0.47656
H -1.38567 4.87884 -1.86252
H -2.33241 5.49417 -4.03887
H -1.14835 4.89822 -6.12778
H 0.99794 3.66526 -6.00900
H 1.92666 3.02039 -3.84292
H 0.50318 6.37867 -0.68187
H -0.50255 7.79836 1.04452
H -1.40363 6.79163 3.12015
H -1.26015 4.34063 3.45224
H -0.21501 2.92391 1.72053
H 3.28985 4.66334 -2.86309
H 5.56797 5.47870 -2.50452
H 6.55551 5.47041 -0.23521
H 5.20781 4.66575 1.68050
H 2.91460 3.86630 1.32668
```

Output
Lowest unoccupied orbital energy (alpha / beta): 0.0803 / 0.0803 Ha
Net charge: -1
Gap between HOMO and LUMO (alpha / beta): 0.2304 / 0.2306 Eh

***

Computed, not measured: C46H36Cl2N10O5S2Sr as an isolated structure at a distorted geometry, with the ωB97M-V functional and the def2-TZVPD basis.

```
102
C46H36Cl2N10O5S2Sr, DFT the ωB97M-V functional and the def2-TZVPD basis
Sr 0.20696 -0.52577 1.14954
Cl 0.26493 -7.89405 0.24557
C 0.55312 -6.18815 -0.09281
C 0.49140 -5.28458 0.96870
C 0.72547 -3.92543 0.79454
N 0.58732 -3.00265 1.84311
C 0.99317 -3.39570 3.07064
O 1.47227 -4.49161 3.48676
C 0.68244 -2.45002 4.12263
C 0.51311 -2.93411 5.41408
C -0.15696 -2.10440 6.33598
C -0.50724 -0.83546 6.00838
C -0.12710 -0.35416 4.77598
N 0.31827 -1.15171 3.81000
C 1.03167 -3.40249 -0.53386
C 1.16659 -4.36600 -1.58530
C 0.82073 -5.73412 -1.34407
Cl 0.96569 -6.88545 -2.65742
N 0.87566 -2.05906 -0.78517
C 1.19550 -1.45421 -1.92627
O 1.94311 -1.83231 -2.85813
C 0.63490 -0.00208 -2.11969
C 1.08652 0.78873 -3.19822
C 0.53819 2.05145 -3.36047
C -0.43988 2.46061 -2.44060
C -0.71477 1.62856 -1.34882
N -0.21697 0.41358 -1.22696
H 0.23364 -5.69663 1.94333
H 0.84742 -3.93196 5.61131
H -0.42948 -2.69296 7.21957
H -0.94442 -0.13055 6.71519
H -0.21532 0.71556 4.45668
H 1.39523 -4.04733 -2.58728
H 1.96675 0.38985 -3.72329
H 0.79392 2.72028 -4.15378
H -0.94499 3.37206 -2.56703
H -1.38088 1.89843 -0.57518
N -1.97185 1.44474 2.34132
N -1.34267 2.65249 2.76946
C 0.00589 2.83396 2.20107
O 0.37252 3.98806 2.16146
O 0.63362 1.79103 1.85186
H -3.00647 1.69333 2.14754
H -2.06442 0.77651 3.14668
H -1.93483 3.49684 2.68529
S -6.68609 2.67303 -0.55191
C -5.82531 2.21117 0.80890
N -5.17465 1.75271 1.67357
N -6.14090 -0.09863 -2.65472
C -7.25521 -0.22870 -3.50578
C -8.16851 0.60058 -4.15939
C -9.15708 0.05666 -4.95802
C -9.22549 -1.40266 -5.08629
C -8.31353 -2.25513 -4.44355
C -7.26321 -1.66895 -3.70310
N -6.25307 -2.29672 -3.09296
C -5.62043 -1.33023 -2.47709
C -4.47154 -1.62638 -1.60906
C -4.37366 -1.09770 -0.31299
C -3.26976 -1.38513 0.48350
N -2.21632 -2.04540 0.01234
C -2.34594 -2.66047 -1.16399
C -3.49305 -2.52916 -1.94341
H -5.91868 0.68719 -2.03638
H -8.11837 1.65442 -3.93398
H -9.93042 0.62806 -5.42682
H -10.00865 -1.81071 -5.74925
H -8.29241 -3.31355 -4.63526
H -5.10766 -0.36587 0.02893
H -3.20576 -1.04794 1.47047
H -1.50935 -3.23093 -1.51955
H -3.60090 -3.14929 -2.79628
O 2.56795 0.21191 0.46427
S 3.64187 0.79865 1.33425
C 5.12302 0.40854 0.43129
C 6.33392 0.93683 1.16042
C 6.58319 1.05472 2.57428
C 7.78565 1.64729 3.03434
C 8.81513 2.01777 2.13213
C 8.55610 1.91254 0.79192
C 7.33052 1.43318 0.31709
C 3.50744 2.61372 1.41837
C 3.50821 3.31140 0.11618
C 4.67868 3.81134 -0.58267
C 4.53614 4.58926 -1.76257
C 3.26599 4.98600 -2.13080
C 2.11230 4.57117 -1.51975
C 2.23360 3.73398 -0.37008
H 4.93625 0.79546 -0.59984
H 5.14492 -0.66966 0.36934
H 5.86736 0.72576 3.32273
H 7.97697 1.78674 4.12158
H 9.71570 2.50097 2.44602
H 9.28186 2.26441 -0.01766
H 7.08286 1.39228 -0.74562
H 4.24136 3.04707 2.14474
H 2.50058 2.72617 1.83377
H 5.64220 3.57724 -0.15438
H 5.46804 4.86353 -2.30683
H 3.06803 5.55588 -3.11897
H 1.14050 4.97580 -1.75080
H 1.38182 3.35665 0.13704
```

Output
Lowest unoccupied orbital energy: 0.1239 Ha
Net charge: -2
Gap between HOMO and LUMO: 0.2162 Eh

***

Computed, not measured: C46H36Cl5F4N3SbV as an isolated structure at a distorted geometry, with the ωB97M-V functional and the def2-TZVPD basis.

```
96
C46H36Cl5F4N3SbV, DFT the ωB97M-V functional and the def2-TZVPD basis
V -0.82840 0.50466 0.02888
C 1.48314 -4.10895 0.06499
N 0.81681 -3.11317 -0.75794
C 0.16055 -3.72581 -1.90359
C 1.73834 -2.07086 -1.21049
C 2.39973 -1.23527 -0.12494
N 1.48635 -0.47099 0.73425
C 2.00680 0.01439 1.87506
C 1.16463 0.72372 2.78852
F -0.07747 0.98992 2.35153
C 1.52969 1.20072 4.01648
F 0.61645 1.83859 4.75846
C 2.81845 1.05992 4.49640
C 3.69835 0.44590 3.62767
F 4.98349 0.32604 4.00140
C 3.34787 -0.03930 2.38814
F 4.37182 -0.52861 1.64868
H 2.35352 -4.55382 -0.44631
H 0.78431 -4.91025 0.31192
H 1.82251 -3.65674 0.99747
H 0.88174 -4.17832 -2.60453
H -0.41838 -2.97160 -2.44065
H -0.52589 -4.50606 -1.56711
H 1.19054 -1.42346 -1.88697
H 2.55434 -2.53802 -1.78953
H 3.08786 -0.56273 -0.65409
H 3.02361 -1.91288 0.45994
H 3.12540 1.42247 5.46908
Cl -3.97589 -0.25079 -1.49730
C -2.55387 -0.17282 -2.48778
C -1.27897 0.14676 -1.92310
C -0.27190 0.12540 -2.92684
Cl 1.40288 0.32844 -2.46613
C -0.46827 -0.11203 -4.28792
Cl 0.85810 -0.10672 -5.40173
C -1.74012 -0.36950 -4.75855
Cl -2.01625 -0.66012 -6.43608
C -2.78367 -0.41233 -3.84365
Cl -4.37452 -0.77205 -4.42172
N -1.07245 -1.40100 0.76248
C -2.32622 -1.99211 1.11465
C -2.55709 -3.32279 0.79753
C -3.74663 -3.94440 1.14171
C -4.71250 -3.21715 1.81971
C -4.49059 -1.87688 2.10529
C -3.30587 -1.22099 1.76021
C -3.19852 0.26268 1.95846
C -3.93412 0.82752 3.01155
C -4.11319 2.19705 3.12579
C -3.56986 3.02656 2.15368
C -2.77252 2.47234 1.15868
C -2.49854 1.09249 1.03762
H -0.44206 -2.05139 0.27898
H -0.56116 -1.12489 1.60123
H -1.78383 -3.87565 0.27023
H -3.92105 -4.97790 0.87028
H -5.64806 -3.68442 2.10748
H -5.28904 -1.30561 2.56236
H -4.36930 0.18028 3.76810
H -4.67795 2.61014 3.95409
H -3.74326 4.09763 2.18536
H -2.34759 3.16413 0.43860
C -0.05521 7.04475 2.42516
C -0.47521 7.02448 1.10137
C -0.37382 5.85534 0.35124
C 0.15626 4.69259 0.91397
C 0.53410 4.71614 2.25939
C 0.43924 5.88388 3.00691
Sb 0.39235 2.87676 -0.23745
C 2.54507 2.91763 -0.18168
C 3.37077 3.03136 -1.30019
C 4.75570 2.97640 -1.16816
C 5.33453 2.78148 0.07994
C 4.52164 2.64387 1.19890
C 3.14053 2.71883 1.06681
C -0.03220 3.82970 -2.11653
C 0.81815 4.73849 -2.74958
C 0.49577 5.25234 -4.00036
C -0.69336 4.88538 -4.62271
C -1.56972 4.01995 -3.98187
C -1.23795 3.49140 -2.73720
H -0.12251 7.95861 3.00522
H -0.88567 7.92028 0.64780
H -0.71042 5.85770 -0.67673
H 0.89317 3.81093 2.74261
H 0.74474 5.88292 4.04762
H 2.94483 3.15115 -2.28929
H 5.38149 3.07708 -2.04768
H 6.41217 2.72649 0.18047
H 4.95953 2.45749 2.17486
H 2.52709 2.59249 1.95493
H 1.72929 5.06174 -2.25697
H 1.17694 5.93789 -4.49358
H -0.93872 5.28024 -5.60244
H -2.50821 3.74741 -4.45150
H -1.91742 2.79962 -2.25350
```

Output
Lowest unoccupied orbital energy (alpha / beta): 0.0872 / 0.0873 Ha
Spin multiplicity: 4
Net charge: -1
Expectation value of S²: 3.77
Gap between HOMO and LUMO (alpha / beta): 0.2331 / 0.2588 Eh